Molecular formula: C3H7N3S2
Method: DFT, ωB97M-V/def2-TZVPD

Geometry as XYZ:
```
15
C3H7N3S2 (ωB97M-V/def2-TZVPD)
C 0.188 0.591 0.016
C -2.525 -0.110 -0.436
C -1.815 -1.143 0.428
H 3.393 -0.348 0.661
H 1.714 1.911 0.619
H -2.553 1.947 -0.476
H -3.616 -0.117 -0.177
H -2.281 -0.516 -1.559
H -2.438 -2.081 0.286
H -1.757 -0.582 1.676
N 1.518 0.859 0.445
N -0.698 1.471 0.009
N -2.070 1.231 0.026
S 2.548 -0.078 -0.278
S 0.026 -1.245 0.001
```

energy	-1079.01837	Eh
HOMO	-8.07	eV
HOMO-LUMO gap	8.79	eV



Molecular formula: C3H7N4
Method: DFT, ωB97M-V/def2-TZVPD

Geometry as XYZ:
```
14
C3H7N4 (ωB97M-V/def2-TZVPD)
C -0.945 1.213 -1.102
N 0.034 0.666 -0.234
N 0.828 1.396 0.593
C 1.434 0.501 1.380
N 1.023 -0.786 1.088
C 0.041 -0.683 0.170
N -0.624 -1.638 -0.427
H -1.975 0.903 -0.818
H -0.592 2.198 -1.019
H -0.843 1.013 -2.243
H 2.209 0.618 2.095
H 1.393 -1.485 1.614
H -0.618 -2.522 -0.051
H -1.364 -1.394 -1.047
```

energy	-337.26998	Eh
total charge	+1
HOMO	-13.99	eV
HOMO-LUMO gap	10.74	eV
SMILES	Cn1nc[nH]c1=[NH2+]



Molecular formula: C3H7N4
Method: DFT, ωB97M-V/def2-TZVPD

Geometry as XYZ:
```
14
C3H7N4 (ωB97M-V/def2-TZVPD)
C -0.736 -1.059 -1.877
C -1.292 -0.530 -0.781
C 1.893 0.357 1.320
N -0.065 -1.597 -2.620
N -2.490 -0.321 -0.398
N -0.073 0.899 -0.056
N 1.146 0.387 0.041
H 2.182 1.398 1.616
H 1.219 0.091 2.155
H 2.655 -0.323 0.925
H -3.272 -0.475 -1.035
H -0.214 1.065 0.977
H -2.722 0.014 0.602
H 1.769 0.094 -0.869
```

energy	-337.08581	Eh
total charge	+1
HOMO (alpha / beta)	-13.25 / -13.27	eV
HOMO-LUMO gap (alpha / beta)	7.51 / 7.56	eV



Molecular formula: C3H7N4
Method: DFT, ωB97M-V/def2-TZVPD

Geometry as XYZ:
```
14
C3H7N4 (ωB97M-V/def2-TZVPD)
N 1.887 -0.600 1.608
C 0.928 -0.572 0.734
N -0.412 -1.440 0.962
N -1.237 -0.880 0.053
C -0.841 0.114 -0.690
N -1.475 0.718 -1.749
C 0.586 0.406 -0.270
H 2.523 0.208 1.521
H 1.924 -1.139 2.445
H -2.219 -1.194 0.072
H -1.045 1.635 -1.896
H -2.459 0.661 -1.594
H 0.609 1.435 0.061
H 1.230 0.648 -1.256
```

energy	-337.21366	Eh
total charge	+1
HOMO	-12.35	eV
HOMO-LUMO gap	8.16	eV
SMILES	NC1=NNC(=[NH2+])C1



Molecular formula: C3H7N4
Method: DFT, ωB97M-V/def2-TZVPD

Geometry as XYZ:
```
14
C3H7N4 (ωB97M-V/def2-TZVPD)
N 0.909 -1.578 0.969
N 0.533 -0.496 0.368
N 0.738 0.558 1.020
C 0.145 1.747 0.652
N -0.908 1.708 -0.073
C -1.277 0.468 -0.776
C -0.064 -0.439 -0.889
H 1.222 -2.525 0.460
H 1.324 -1.276 1.866
H 0.491 2.659 1.099
H -1.786 0.598 -1.667
H -1.874 -0.052 -0.121
H -0.179 -1.350 -1.284
H 0.726 -0.022 -1.624
```

energy	-337.14465	Eh
total charge	+1
HOMO (alpha / beta)	-14.60 / -14.60	eV
HOMO-LUMO gap (alpha / beta)	8.55 / 8.55	eV
SMILES	N[N+]1=NC=NCC1



Molecular formula: C3H7N4
Method: DFT, ωB97M-V/def2-TZVPD

Geometry as XYZ:
```
14
C3H7N4 (ωB97M-V/def2-TZVPD)
C -0.483 1.773 -2.422
C -0.795 1.576 -1.066
C 0.824 -0.047 -2.307
N 0.337 0.953 -3.037
N 0.555 -0.263 -1.039
N 0.314 -1.144 1.815
N -0.261 0.566 -0.413
H -0.898 2.589 -2.994
H -1.459 2.221 -0.513
H 1.495 -0.743 -2.790
H 1.290 -0.962 2.069
H 0.021 -0.436 1.055
H -0.290 -1.054 2.637
H 0.237 -2.083 1.417
```

energy	-337.26628	Eh
total charge	+1
HOMO	-13.74	eV
HOMO-LUMO gap	9.81	eV



Molecular formula: C3H7N4O
Method: DFT, ωB97M-V/def2-TZVPD

Geometry as XYZ:
```
15
C3H7N4O (ωB97M-V/def2-TZVPD)
C -1.379 0.972 -0.396
C 2.060 -0.269 -0.102
C -1.872 -0.393 -0.174
N -0.188 1.060 0.037
N 0.306 0.016 0.664
N 2.499 0.945 -0.032
N -0.688 -1.031 0.418
O 2.272 -1.327 -0.345
H -1.862 1.759 -0.944
H -2.809 -0.397 0.519
H -2.257 -0.960 -1.063
H 1.817 1.655 0.490
H 3.450 1.136 -0.242
H -0.823 -1.318 1.395
H -0.526 -1.849 -0.223
```

energy	-412.41229	Eh
total charge	+1
HOMO	-13.22	eV
HOMO-LUMO gap	9.92	eV



Molecular formula: C3H7N4O
Method: DFT, ωB97M-V/def2-TZVPD

Geometry as XYZ:
```
15
C3H7N4O (ωB97M-V/def2-TZVPD)
C 0.449 -2.826 0.688
C -0.853 -1.666 -0.558
C 0.578 0.311 -0.704
N -0.781 -2.837 -0.027
N 1.025 -1.678 0.535
N 0.278 -0.940 -0.332
N 1.536 0.898 -0.121
O -1.271 0.952 0.292
H 1.061 -3.696 0.973
H -1.626 -1.201 -1.138
H 0.141 0.575 -1.588
H -1.470 0.305 1.060
H 2.058 1.770 -0.521
H 2.015 0.453 0.683
H -1.664 1.931 0.384
```

energy	-412.46919	Eh
total charge	+1
HOMO	-14.86	eV
HOMO-LUMO gap	10.24	eV



Molecular formula: C3H7N4O2
Method: DFT, ωB97M-V/def2-TZVPD

Geometry as XYZ:
```
16
C3H7N4O2 (ωB97M-V/def2-TZVPD)
C -0.643 0.856 -0.733
C -0.499 -0.488 1.091
C 1.539 0.011 -0.331
N -1.821 -0.152 0.784
N 0.207 0.185 0.007
N -1.867 0.716 -0.249
N 0.145 -0.301 2.501
O -0.567 0.006 3.429
O 1.343 -0.358 2.491
H -0.555 1.592 -1.570
H 0.301 -2.059 0.700
H 1.765 0.650 -1.156
H 2.044 0.229 0.590
H 1.727 -1.094 -0.501
H -2.684 -0.375 1.213
H -2.757 1.015 -0.616
```

energy	-487.50017	Eh
total charge	+1
HOMO (alpha / beta)	-13.44 / -13.44	eV
HOMO-LUMO gap (alpha / beta)	8.76 / 8.76	eV



Molecular formula: C3H7N4P
Method: DFT, ωB97M-V/def2-TZVPD

Geometry as XYZ:
```
15
C3H7N4P (ωB97M-V/def2-TZVPD)
C 2.262 0.910 -1.567
C -1.378 0.340 -0.668
C 0.419 -0.636 1.070
N 2.893 2.125 -1.593
N 2.510 3.182 -1.255
N 2.149 4.210 -1.064
N 1.150 0.802 -0.985
P 0.164 -0.656 -0.769
H 2.816 0.005 -2.034
H -1.066 1.263 -0.520
H -1.967 -0.079 0.045
H -2.020 0.324 -1.687
H 0.594 0.419 1.415
H 1.209 -1.376 1.442
H -0.448 -0.956 1.565
```

energy	-678.77698	Eh
HOMO	-8.72	eV
HOMO-LUMO gap	9.45	eV



Molecular formula: C3H7N4P3
Method: DFT, ωB97M-V/def2-TZVPD

Geometry as XYZ:
```
17
C3H7N4P3 (ωB97M-V/def2-TZVPD)
C 1.179 0.961 -0.804
C -0.064 0.469 -1.333
C -0.175 -0.775 -2.222
N -1.486 -1.252 1.031
N -1.842 0.736 2.654
N 0.584 -0.316 2.584
N 0.209 0.399 0.099
P 0.200 -1.126 1.030
P -2.484 -0.679 2.139
P -0.366 1.152 2.687
H 2.173 0.340 -0.803
H 1.257 2.045 -0.718
H -0.692 1.336 -1.683
H 0.529 -0.420 -2.954
H -1.051 -1.045 -2.666
H 0.355 -1.611 -1.710
H 1.675 -0.214 2.669
```

energy	-1361.56316	Eh
HOMO	-8.19	eV
HOMO-LUMO gap	7.39	eV



Molecular formula: C3H7N4S
Method: DFT, ωB97M-V/def2-TZVPD

Geometry as XYZ:
```
15
C3H7N4S (ωB97M-V/def2-TZVPD)
C 2.008 -0.841 -0.755
C -1.356 0.507 -0.396
C 2.550 0.046 0.308
N 0.900 -0.432 -1.285
N 1.872 1.234 0.207
N -1.596 -0.764 -0.403
N -2.102 1.547 -0.181
S 0.624 1.120 -0.732
H 2.398 -1.739 -1.027
H 2.559 -0.500 1.240
H 3.592 0.281 0.149
H -0.831 -1.405 -0.474
H -2.551 -1.032 -0.357
H -1.729 2.433 -0.562
H -3.055 1.354 0.057
```

energy	-735.38056	Eh
total charge	+1
HOMO	-13.20	eV
HOMO-LUMO gap	8.84	eV



- What is the formula in the tenth record?
  C3H7N4P